# 1
A structure of composition C4H2FKMgO4 at a distorted geometry, computed with wB97M-V/def2-TZVPD.

XYZ file:
```
13
Properties=species:S:1:pos:R:3:lowdin_charge:R:1
O -0.1773 0.2497 1.3227 -0.037
C 1.7653 -2.2516 0.5562 -0.345
O 2.5561 -1.5719 0.0170 0.152
O -2.2506 0.0646 0.7520 -0.015
C -1.4062 0.1432 1.7153 -0.347
C -1.6027 0.2812 -0.5623 -0.070
O 0.7595 -2.8338 0.3442 0.185
C -0.1995 0.7249 -0.2533 -0.196
Mg -2.1071 0.4522 3.7438 1.545
H -2.1854 1.0259 -1.1126 0.149
H -1.6166 -0.6747 -1.0971 0.138
F -0.3056 2.1196 0.0109 -0.076
K 2.1055 0.7135 -2.3016 0.918
```

Properties
Spin multiplicity = 1
Net charge = +2
Strongest force on any atom = 6.29 eV Å⁻¹
Highest occupied orbital energy = -15.10 eV

# 2
A cluster of 6 separate species, C30H77N5O10 in total at a distorted geometry, computed with wB97M-V/def2-TZVPD.

XYZ file:
```
122
Properties=species:S:1:pos:R:3:lowdin_charge:R:1
C 3.1840 2.8326 3.4202 -0.128
O 2.2928 3.7803 3.9395 -0.190
C 1.0868 3.2710 4.5119 -0.198
C 0.1559 4.4334 4.8982 -0.461
C 0.7197 5.5174 5.7941 -0.051
N -0.9602 3.8387 5.5533 0.017
H 3.6421 2.2208 4.1973 0.082
H 3.9801 3.4150 2.9562 0.087
H 2.7771 2.1502 2.6740 0.083
H 0.5322 2.6350 3.8220 0.118
H 1.3776 2.6253 5.3405 0.123
H -0.2538 4.7957 3.9553 0.143
H -0.0606 6.2719 5.8939 0.076
H 1.5677 6.0030 5.3110 0.075
H 0.9535 5.0885 6.7685 0.082
H -0.7578 3.2523 6.3503 0.073
H -1.3574 3.1596 4.9199 0.069
C -2.2649 -15.8896 1.9096 -0.113
O -2.0004 -14.5884 2.4014 -0.203
C -2.2765 -13.5657 1.4529 -0.219
C -1.9912 -12.1422 2.0011 -0.201
N -2.2245 -11.0825 0.9979 -0.064
C -1.8008 -9.8315 1.6197 -0.219
C -1.8939 -8.5692 0.7012 -0.178
O -1.3951 -7.3523 1.3253 -0.216
C -1.9517 -6.0990 0.9314 -0.115
H -3.3409 -15.8844 1.7353 0.079
H -1.9121 -16.6658 2.5887 0.092
H -1.9319 -16.0599 0.8857 0.079
H -3.3399 -13.7012 1.2556 0.118
H -1.6933 -13.7334 0.5475 0.117
H -0.9296 -12.1483 2.2479 0.117
H -2.6180 -11.9868 2.8793 0.122
H -1.5875 -11.3406 0.2579 0.102
H -0.7532 -9.7866 1.9171 0.112
H -2.3299 -9.7242 2.5667 0.118
H -2.9185 -8.3422 0.4066 0.111
H -1.2896 -8.7169 -0.1938 0.115
H -1.4409 -5.2892 1.4524 0.084
H -3.0123 -5.9778 1.1517 0.079
H -1.8180 -5.9766 -0.1434 0.081
C -7.3761 -0.3443 -0.5702 -0.051
O -6.5268 0.2172 0.5005 -0.207
C -7.1072 0.1199 1.7427 -0.274
C -6.2215 0.7084 2.8604 -0.201
N -5.7946 2.0523 2.5222 -0.042
C -6.9520 3.0041 2.6050 -0.196
C -6.4639 4.2747 1.8983 -0.196
O -5.9464 4.1156 0.5453 -0.195
C -6.9639 3.7065 -0.3949 -0.092
H -8.3236 0.1945 -0.5584 0.084
H -7.4717 -1.4259 -0.4750 0.084
H -6.8979 -0.1890 -1.5373 0.083
H -7.3292 -0.9277 1.9461 0.118
H -8.0675 0.6354 1.7313 0.105
H -5.3439 0.1116 3.1090 0.111
H -6.7182 0.7266 3.8305 0.115
H -5.5020 1.9876 1.5577 0.082
H -7.3196 3.1531 3.6203 0.120
H -7.8801 2.7120 2.1137 0.092
H -5.7494 4.8018 2.5306 0.121
H -7.3071 4.9535 1.7704 0.108
H -6.6658 3.7068 -1.4433 0.089
H -7.8542 4.3345 -0.3645 0.083
H -7.3199 2.7107 -0.1311 0.061
C -0.0798 9.9536 1.9978 -0.093
O 0.9752 9.5326 1.1146 -0.185
C 0.5869 8.5214 0.1974 -0.234
C 1.8478 7.8441 -0.3363 -0.206
N 2.6091 8.7162 -1.2593 -0.064
C 3.9512 8.1637 -1.5539 -0.181
C 4.8241 8.0864 -0.2661 -0.218
O 5.1454 9.3940 0.2294 -0.184
C 5.9579 9.3901 1.3656 -0.125
H -0.8255 10.5499 1.4720 0.082
H 0.3356 10.6000 2.7709 0.082
H -0.5439 9.0975 2.4875 0.081
H 0.0251 8.9066 -0.6535 0.121
H -0.0056 7.6964 0.5928 0.116
H 1.4891 7.0847 -1.0311 0.119
H 2.4272 7.4493 0.4983 0.103
H 2.7156 9.6441 -0.8749 0.096
H 4.5002 8.7941 -2.2533 0.111
H 3.7904 7.2126 -2.0615 0.112
H 5.6856 7.4866 -0.5596 0.115
H 4.2828 7.5132 0.4865 0.094
H 5.5366 8.7431 2.1351 0.086
H 6.1099 10.4082 1.7239 0.089
H 6.9434 8.9989 1.1132 0.082
C 3.2387 -1.6271 -6.4756 -0.147
O 4.0030 -2.5630 -5.8226 -0.201
C 4.5541 -2.0842 -4.6226 -0.213
C 5.2838 -3.2091 -3.7614 -0.141
N 6.6875 -3.5795 -4.1638 -0.049
C 6.6665 -4.2855 -5.3864 -0.264
C 8.1154 -4.4424 -5.8485 -0.207
O 8.6296 -3.2057 -6.3157 -0.191
C 8.1656 -2.7705 -7.5574 -0.120
H 2.9014 -2.0439 -7.4246 0.095
H 3.8171 -0.7306 -6.6990 0.085
H 2.4110 -1.2061 -5.9048 0.085
H 3.7379 -1.5377 -4.1500 0.110
H 5.2510 -1.2715 -4.8273 0.114
H 4.6019 -4.0548 -3.8505 0.111
H 5.1967 -2.8235 -2.7456 0.103
H 7.0677 -2.7115 -4.5132 0.094
H 6.1002 -3.8066 -6.1852 0.108
H 6.3281 -5.2829 -5.1054 0.127
H 8.1840 -5.2216 -6.6076 0.116
H 8.6838 -4.7693 -4.9778 0.124
H 8.0103 -3.5868 -8.2629 0.090
H 8.9552 -2.1534 -7.9862 0.089
H 7.2452 -2.2000 -7.4338 0.081
C -2.1384 1.1761 -2.2214 -0.087
C -1.4312 1.7529 -0.9779 -0.320
O -1.8416 3.0911 -0.8081 -0.081
H -1.9686 1.8921 -3.0256 0.071
H -3.2148 1.0629 -2.0923 0.062
H -1.8004 0.1996 -2.5680 0.064
H -0.3433 1.7065 -1.0261 0.108
H -1.6916 1.1795 -0.0882 0.101
H -2.7529 3.1428 -0.5109 0.079
```

Properties
Spin multiplicity = 1
ΔE to the lowest compared entry with this formula, charge and spin = 2.0076 eV
Strongest force on any atom = 3.19 eV Å⁻¹
Highest occupied orbital energy = -8.42 eV

# 3
An isolated molecule of C5H6ClNS at a distorted geometry, computed with wB97M-V/def2-TZVPD.

XYZ file:
```
14
Properties=species:S:1:pos:R:3:lowdin_charge:R:1
C -0.3925 2.0621 0.8487 -0.065
C -0.3264 0.8581 -0.0224 -0.461
N -1.2238 0.6985 -0.9327 -0.257
S -1.1469 -0.6907 -1.9157 0.888
C -0.2655 -1.8912 -0.9069 -0.506
C 0.8527 -1.2520 -0.1657 -0.767
Cl 2.2182 -2.2061 0.1173 0.734
C 0.7688 -0.0325 0.3691 -0.102
H 0.5357 2.6760 0.8337 0.090
H -0.5070 1.7840 1.9089 0.087
H -1.1852 2.7662 0.5506 0.083
H -0.9373 -2.4173 -0.2408 0.081
H 0.1195 -2.6671 -1.5761 0.071
H 1.4897 0.3120 1.1321 0.123
```

Properties
Spin multiplicity = 1
ΔE to the lowest compared entry with this formula, charge and spin = 0.6902 eV
Strongest force on any atom = 1.70 eV Å⁻¹
Highest occupied orbital energy = -8.41 eV

# 4
A structure of composition C34H48N3O4PS2Se3Si3TeTi at a distorted geometry, computed with wB97M-V/def2-TZVPD.

XYZ file:
```
100
Properties=species:S:1:pos:R:3:lowdin_spin:R:1
Ti 0.0454 0.0152 0.2419 0.914
C -1.2196 -0.5519 3.5786 0.000
O -1.0412 0.2038 2.3879 0.008
Si -0.3963 1.7660 2.4210 0.005
C -0.2568 2.3894 4.1919 0.000
C -1.8848 2.7072 1.7447 0.005
C 1.1364 1.6324 1.3772 -0.014
Si 1.8830 3.3560 1.1739 -0.001
C 0.7768 4.8621 1.5176 0.001
C 3.1114 3.6616 2.5974 -0.001
C 2.6864 3.5788 -0.5170 0.000
Si 2.5509 0.4084 1.7981 0.002
C 2.6152 -1.4192 1.3145 0.003
C 4.1556 0.9792 0.9798 0.000
C 2.7158 0.2960 3.6817 -0.001
H -0.2650 -0.7717 4.0606 0.000
H -1.6999 -1.4972 3.3354 0.000
H -1.8498 -0.0047 4.2846 0.000
H -1.2436 2.5676 4.6250 0.000
H 0.3128 3.3184 4.2421 0.000
H 0.2593 1.6534 4.8143 0.000
H -2.6709 2.6529 2.5078 0.001
H -2.3007 2.2506 0.8462 0.001
H -1.7052 3.7629 1.5430 0.000
H 0.2230 4.7560 2.4535 0.000
H 0.0811 5.1536 0.7339 0.000
H 1.4692 5.7008 1.6480 0.000
H 2.5580 3.9774 3.4866 0.000
H 3.7850 4.4795 2.3228 0.000
H 3.7225 2.8069 2.8780 0.000
H 2.0897 4.2164 -1.1702 0.000
H 2.7999 2.6185 -1.0268 0.000
H 3.6839 4.0207 -0.4281 0.000
H 2.6676 -1.5864 0.2380 0.000
H 1.8306 -2.0294 1.7542 0.000
H 3.5584 -1.7849 1.7299 0.001
H 4.9852 0.4893 1.5013 0.000
H 4.3420 2.0489 1.0137 0.000
H 4.1893 0.6699 -0.0683 0.000
H 1.9806 -0.4065 4.0850 0.000
H 2.5897 1.2566 4.1806 0.000
H 3.7057 -0.0941 3.9419 0.000
Se -0.1205 1.3470 -1.5139 -0.007
Se -0.7460 3.4310 -1.3923 0.029
Te -0.5448 4.2745 -5.8198 -0.010
Se -0.3647 2.9610 -3.6549 0.001
S 2.9508 -0.1343 -2.7826 0.000
C 3.3937 1.2034 -3.6692 0.000
N 2.5031 1.7794 -4.5485 0.000
C 2.8322 2.7840 -5.3768 0.000
C 4.0972 3.2861 -5.3478 0.000
C 4.9465 2.7642 -4.3550 0.000
N 4.6309 1.7709 -3.5625 0.000
H 1.5187 1.5438 -4.4656 0.000
H 2.0357 3.1644 -6.0067 0.000
H 4.3926 4.0907 -6.0020 0.000
H 5.9359 3.1862 -4.2005 0.000
C -3.5860 0.8744 -1.4585 -0.002
P -2.6730 -0.3792 -0.4630 0.001
C -4.1007 -1.0049 0.5093 -0.001
C -5.1017 -1.8150 -0.0262 0.000
C -6.2216 -2.1293 0.7283 0.000
C -6.3619 -1.6375 2.0195 0.000
C -5.3696 -0.8345 2.5598 0.000
C -4.2492 -0.5158 1.8039 0.000
C -2.4655 -1.6668 -1.7542 0.003
C -2.0709 -1.3113 -3.0437 0.000
C -1.7633 -2.2913 -3.9783 0.000
C -1.8428 -3.6339 -3.6377 0.000
C -2.2378 -3.9978 -2.3581 0.000
C -2.5369 -3.0212 -1.4184 0.000
H -4.3227 0.3789 -2.0918 0.000
H -2.9184 1.4712 -2.0805 0.000
H -4.1071 1.5436 -0.7726 0.000
H -5.0080 -2.2007 -1.0330 0.000
H -6.9938 -2.7590 0.3033 0.000
H -7.2409 -1.8813 2.6029 0.000
H -5.4640 -0.4594 3.5714 0.000
H -3.4776 0.1210 2.2194 0.000
H -1.9802 -0.2699 -3.3285 0.000
H -1.4555 -1.9928 -4.9723 0.000
H -1.5920 -4.3968 -4.3648 0.000
H -2.2821 -5.0439 -2.0774 0.000
H -2.8118 -3.3127 -0.4115 0.000
O -2.0116 -3.6854 1.9099 0.000
S -0.6306 -3.3821 1.6712 0.000
O 0.2308 -3.3391 2.8204 0.001
N -0.4806 -1.9912 0.7992 0.003
C 0.2421 -2.2468 -0.3094 0.032
O 0.6207 -1.2746 -1.0275 0.010
C 0.5693 -3.6516 -0.5749 0.000
C 1.2370 -4.1847 -1.6610 0.005
C 1.3918 -5.5635 -1.6986 -0.001
C 0.8930 -6.3704 -0.6783 0.006
C 0.2405 -5.8197 0.4196 -0.001
C 0.0876 -4.4503 0.4438 0.005
H 1.6121 -3.5340 -2.4411 0.000
H 1.9036 -6.0230 -2.5340 0.000
H 1.0203 -7.4433 -0.7389 0.000
H -0.1286 -6.4370 1.2279 0.000
```

Properties
Spin multiplicity = 2
Expectation value of S² = 0.760
Net charge = -1
ΔE to the lowest compared entry with this formula, charge and spin = 1.9515 eV
Strongest force on any atom = 5.51 eV Å⁻¹
Highest occupied orbital energy (spin up / spin down) = -3.48 / -3.49 eV

# 5
The ion C4H8N3 with charge +1 at a distorted geometry, computed with wB97M-V/def2-TZVPD.

XYZ file:
```
15
Properties=species:S:1:pos:R:3:lowdin_charge:R:1
C -3.2360 0.4731 -0.5185 0.300
N -2.3348 0.6587 0.1873 0.150
N -0.8743 0.7622 0.3978 0.124
C 0.0886 -0.2454 0.1270 -0.415
C -0.5808 -1.5721 0.1136 0.018
N 1.2566 0.0415 -0.0684 0.086
C 2.0930 1.1310 -0.3340 -0.073
H -4.2420 0.6429 -0.8645 0.140
H -0.6781 1.7337 0.7361 0.185
H -0.0976 -2.3720 -0.3037 0.066
H -0.8318 -1.8655 1.1907 0.137
H -1.4866 -1.3475 -0.3720 0.034
H 1.8879 1.4076 -1.3315 0.092
H 3.1020 0.9205 -0.1721 0.073
H 1.8636 1.9632 0.3147 0.082
```

Properties
Spin multiplicity = 1
Net charge = +1
ΔE to the lowest compared entry with this formula, charge and spin = 6.7067 eV
Strongest force on any atom = 5.37 eV Å⁻¹
Highest occupied orbital energy = -13.28 eV

# 6
The ion C6H7N2O2 with charge -1 at a distorted geometry, computed with wB97M-V/def2-TZVPD.

XYZ file:
```
17
Properties=species:S:1:pos:R:3:lowdin_charge:R:1
C -0.1708 0.7960 0.5256 -0.162
C -1.5983 0.8654 0.4185 -0.179
C -3.7423 -0.0186 -0.4622 -0.637
C 0.6607 -0.0307 -0.1589 -0.016
C 2.9443 -0.3611 0.5022 -0.130
C 1.8848 -0.6569 -0.5049 -0.335
N -2.0564 -0.0232 -0.4076 -0.255
N -1.3881 -0.8570 -1.0396 0.139
O -4.1582 -0.9774 0.1873 -0.007
O -4.2055 1.0249 -0.9129 -0.003
H 0.2943 1.5667 1.1367 0.088
H -2.2241 1.5766 0.8359 0.079
H 3.2453 0.5986 0.3862 0.036
H 3.7291 -1.0217 0.2561 0.057
H 2.5037 -0.5205 1.4850 0.086
H 1.9504 -1.7390 -0.7767 0.117
H 2.3312 -0.2222 -1.4707 0.121
```

Properties
Spin multiplicity = 1
Net charge = -1
ΔE to the lowest compared entry with this formula, charge and spin = 4.0628 eV
Strongest force on any atom = 6.57 eV Å⁻¹
Highest occupied orbital energy (spin up / spin down) = -3.28 / -3.28 eV

| no. | E_tot (hartree) |
| --- | --- |
| 1 | -1353.7762 |
| 2 | -2215.0722 |
| 3 | -1107.2249 |
| 4 | -12117.8330 |
| 5 | -321.0448 |
| 6 | -492.6947 |